Below is 2 unconnected molecules or ions with the total composition C6H14N2O2, with properties calculated with ωB97M-V/def2-TZVPD.

Calculated values
Highest occupied orbital energy = -0.3465 Ha
SMILES = CNC(C)=O.CNC(C)=O
Kohn-Sham gap = 10.0 eV
Largest force on an atom = 3.95 eV/A
Charge = 0
Relative energy (zero: lowest compared OMol25 entry of this formula, charge and spin) = 41.2 kcal/mol

Atoms and positions in Å:
C (-2.03, -0.16, 2.17)
C (-2.52, 0.87, -1.38)
C (-1.97, 0.82, 0.99)
O (-1.72, 1.99, 1.06)
N (-2.23, 0.09, -0.18)
H (-1.24, -0.89, 1.96)
H (-2.60, -0.88, -0.18)
H (-3.32, 0.53, -2.10)
H (-1.65, 0.31, 3.08)
H (-3.08, -0.54, 2.32)
H (-2.90, 1.86, -1.18)
H (-1.52, 0.88, -1.85)
C (2.31, -2.07, 0.57)
C (2.00, 1.18, -1.44)
C (2.67, -0.02, -0.78)
O (3.84, -0.06, -0.50)
N (1.81, -0.95, -0.17)
H (0.87, -0.69, 0.07)
H (1.67, -2.92, 0.71)
H (1.14, 1.15, -2.07)
H (2.69, 1.84, -2.01)
H (3.24, -2.42, -0.01)
H (2.78, -1.81, 1.53)
H (1.78, 1.89, -0.61)

=====

Below is 11 unconnected molecules or ions with the total composition C18H58N4O11, with properties calculated with ωB97M-V/def2-TZVPD.

Calculated values
Highest occupied orbital energy = -0.3224 Ha
SMILES = NC(N)=O.NC(N)=O.CCO.CCO.CCO.CCO.CCO.CCO.CCO.CO.CO
Kohn-Sham gap = 8.7 eV
Largest force on an atom = 8.85 eV/A
Charge = 0
Relative energy (zero: lowest compared OMol25 entry of this formula, charge and spin) = 102.9 kcal/mol

Atoms and positions in Å:
C (5.53, -1.09, -1.19)
C (5.78, -2.62, -1.45)
O (4.57, -3.22, -1.93)
H (5.19, -0.55, -2.10)
H (6.40, -0.65, -0.75)
H (4.79, -0.91, -0.41)
H (6.14, -3.09, -0.56)
H (6.53, -2.73, -2.20)
H (4.75, -3.85, -2.63)
C (11.54, 5.23, 1.92)
C (10.28, 4.57, 2.50)
O (9.75, 3.63, 1.59)
H (12.22, 4.66, 1.29)
H (12.21, 5.63, 2.70)
H (11.21, 6.03, 1.27)
H (9.47, 5.33, 2.67)
H (10.42, 4.17, 3.45)
H (9.05, 3.14, 2.00)
C (2.26, 0.23, 2.38)
C (2.69, -1.03, 3.18)
O (4.02, -0.81, 3.59)
H (2.29, 1.18, 2.90)
H (1.24, 0.07, 2.08)
H (2.80, 0.41, 1.51)
H (2.45, -1.96, 2.66)
H (2.18, -1.08, 4.10)
H (4.28, -1.55, 4.15)
C (3.98, 3.41, 5.59)
C (4.24, 2.17, 4.75)
O (3.80, 1.02, 5.43)
H (4.86, 3.50, 6.23)
H (3.20, 3.25, 6.27)
H (3.87, 4.28, 5.01)
H (5.27, 2.11, 4.30)
H (3.66, 2.30, 3.80)
H (3.87, 0.38, 4.73)
C (9.12, -0.31, 0.69)
C (9.40, 0.07, -0.67)
O (10.76, 0.43, -0.78)
H (9.45, 0.45, 1.38)
H (9.67, -1.17, 0.97)
H (8.03, -0.42, 0.82)
H (8.65, 0.79, -0.92)
H (9.16, -0.74, -1.32)
H (10.81, 0.84, -1.66)
C (2.16, 1.25, -2.56)
C (2.39, 1.44, -1.11)
O (2.74, 2.76, -0.91)
H (3.02, 1.45, -3.17)
H (1.21, 1.79, -2.89)
H (1.82, 0.20, -2.69)
H (3.26, 0.95, -0.65)
H (1.54, 1.28, -0.52)
H (3.61, 2.97, -1.25)
C (7.50, 3.99, 5.02)
C (6.83, 4.86, 3.93)
O (7.01, 6.18, 4.31)
H (8.54, 4.19, 4.95)
H (7.40, 2.95, 4.96)
H (7.20, 4.37, 6.05)
H (5.74, 4.71, 3.92)
H (7.20, 4.61, 2.95)
H (6.44, 6.70, 3.78)
C (5.89, 2.85, -2.26)
O (7.12, 2.39, -1.79)
N (5.38, 2.40, -3.36)
N (5.18, 3.72, -1.63)
H (6.01, 1.74, -3.84)
H (4.52, 2.58, -3.82)
H (5.66, 4.12, -0.81)
H (4.53, 4.35, -2.19)
C (8.93, 0.68, 4.14)
O (9.58, 1.92, 4.03)
N (7.69, 0.61, 3.73)
N (9.40, -0.38, 4.72)
H (7.32, 1.39, 3.14)
H (7.24, -0.36, 3.62)
H (10.40, -0.23, 4.97)
H (9.23, -1.24, 4.29)
C (5.60, 1.52, 1.30)
O (6.74, 2.33, 1.73)
H (5.73, 0.50, 1.49)
H (5.49, 1.59, 0.24)
H (4.65, 1.78, 1.79)
H (6.65, 3.19, 1.29)
C (7.30, 5.22, 0.00)
O (6.22, 4.72, 0.81)
H (7.94, 4.36, -0.30)
H (7.88, 5.89, 0.62)
H (7.12, 5.77, -0.92)
H (5.47, 5.30, 0.86)

=====

Below is a molecular structure, C5H5OTb, with properties calculated with ωB97M-V/def2-TZVPD.

Calculated values
Highest occupied orbital energy (spin up / spin down) = -0.6159 / -0.6128 Ha
Kohn-Sham gap (spin up / spin down) = 6.1 / 6.1 eV
Largest force on an atom = 8.36 eV/A
Charge = +2
Spin multiplicity = 7
Relative energy (zero: lowest compared OMol25 entry of this formula, charge and spin) = 0.0 kcal/mol

Atoms and positions in Å:
C (1.05, -1.47, -0.44)
C (2.35, -1.77, -0.40)
C (0.88, -1.34, -1.89)
O (0.18, -0.36, -2.31)
Tb (-0.67, 0.53, -0.38)
H (2.16, -2.24, 0.69)
H (2.91, -2.53, -0.95)
H (1.05, -2.18, -2.59)
C (-1.89, 2.14, 1.24)
C (-2.50, 2.87, 2.09)
H (-3.28, 3.58, 1.78)
H (-2.25, 2.78, 3.16)

=====

Below is a molecular structure, C52H55ClCuN8O7S2, with properties calculated with ωB97M-V/def2-TZVPD.

Calculated values
Highest occupied orbital energy (spin up / spin down) = -0.2638 / -0.2653 Ha
Kohn-Sham gap (spin up / spin down) = 7.3 / 5.9 eV
Largest force on an atom = 0.72 eV/A
Charge = 0
Spin multiplicity = 2
Relative energy (zero: lowest compared OMol25 entry of this formula, charge and spin) = 72.6 kcal/mol

Atoms and positions in Å:
Cu (-0.63, 0.89, -0.59)
C (5.53, 4.96, -5.19)
C (4.85, 4.29, -4.02)
C (3.81, 3.39, -4.21)
C (3.19, 2.78, -3.14)
C (3.60, 3.08, -1.85)
C (4.63, 3.99, -1.63)
C (5.26, 4.58, -2.71)
S (2.82, 2.33, -0.46)
O (3.26, 0.95, -0.39)
O (3.11, 3.17, 0.68)
N (1.27, 2.27, -0.81)
C (0.56, 3.37, -1.10)
C (0.86, 4.69, -1.06)
C (-0.04, 5.77, -1.38)
C (-1.38, 5.79, -1.43)
C (-2.25, 4.69, -1.03)
C (-3.56, 4.91, -0.62)
C (-4.36, 3.86, -0.21)
C (-3.82, 2.59, -0.19)
N (-2.58, 2.34, -0.58)
C (-1.85, 3.36, -1.02)
H (5.08, 4.65, -6.13)
H (6.59, 4.70, -5.22)
H (5.46, 6.04, -5.11)
H (3.47, 3.18, -5.22)
H (2.36, 2.10, -3.30)
H (4.93, 4.22, -0.61)
H (6.06, 5.28, -2.55)
H (1.87, 4.94, -0.79)
H (0.45, 6.73, -1.55)
H (-1.87, 6.73, -1.65)
H (-3.95, 5.92, -0.64)
H (-5.39, 4.03, 0.10)
H (-4.40, 1.73, 0.14)
C (-5.46, 0.23, -3.91)
C (-4.32, 1.21, -4.01)
C (-4.57, 2.57, -4.23)
C (-3.53, 3.48, -4.34)
C (-2.23, 3.01, -4.25)
C (-1.95, 1.68, -4.00)
C (-3.00, 0.78, -3.90)
S (-0.89, 4.19, -4.23)
O (0.33, 3.46, -4.49)
O (-1.27, 5.30, -5.09)
O (-0.68, 2.93, -1.63)
H (-6.26, 0.62, -3.28)
H (-5.13, -0.72, -3.51)
H (-5.88, 0.04, -4.90)
H (-5.59, 2.91, -4.31)
H (-3.72, 4.53, -4.53)
H (-0.92, 1.35, -3.91)
H (-2.80, -0.27, -3.72)
C (-2.26, -2.43, 3.92)
C (-0.78, -2.40, 4.35)
C (-0.51, -3.73, 5.07)
C (0.11, -2.39, 3.10)
C (-0.56, -1.20, 5.34)
O (-1.46, -1.40, 6.45)
C (0.84, -1.10, 6.00)
C (2.08, -0.45, 5.35)
C (2.85, -1.31, 4.38)
C (3.30, -2.58, 4.73)
C (3.95, -3.40, 3.81)
C (4.17, -2.92, 2.53)
Cl (4.95, -3.96, 1.36)
C (3.78, -1.65, 2.16)
C (3.13, -0.85, 3.10)
C (-1.13, 0.17, 4.87)
N (-0.74, 0.70, 3.57)
C (-1.32, 0.58, 2.38)
N (-0.60, 1.19, 1.46)
C (0.42, 1.74, 2.17)
N (0.37, 1.47, 3.45)
H (-2.48, -3.41, 3.47)
H (-2.49, -1.69, 3.16)
H (-2.93, -2.29, 4.77)
H (-0.65, -4.54, 4.36)
H (-1.21, -3.90, 5.90)
H (0.51, -3.80, 5.44)
H (-0.32, -3.09, 2.37)
H (1.11, -2.73, 3.33)
H (0.20, -1.42, 2.61)
H (-1.13, -2.13, 6.98)
H (1.11, -2.11, 6.31)
H (0.65, -0.54, 6.92)
H (2.75, -0.21, 6.18)
H (1.82, 0.49, 4.87)
H (3.13, -2.96, 5.73)
H (4.28, -4.39, 4.09)
H (3.97, -1.27, 1.16)
H (2.83, 0.15, 2.80)
H (-0.87, 0.92, 5.61)
H (-2.21, 0.07, 4.87)
H (-2.24, 0.06, 2.20)
H (1.22, 2.33, 1.74)
C (1.37, -5.97, 1.95)
C (0.31, -5.50, 0.99)
C (-1.02, -5.39, 1.37)
C (-1.99, -4.90, 0.50)
C (-1.65, -4.54, -0.80)
N (-2.71, -4.07, -1.61)
C (-2.81, -3.86, -2.97)
O (-3.85, -4.05, -3.56)
N (-1.68, -3.41, -3.64)
C (-0.74, -2.46, -3.20)
C (0.51, -2.41, -3.80)
C (1.44, -1.51, -3.32)
C (1.10, -0.67, -2.27)
N (-0.12, -0.67, -1.74)
C (-1.02, -1.56, -2.19)
C (-0.33, -4.69, -1.21)
C (0.62, -5.15, -0.31)
H (0.93, -6.37, 2.86)
H (2.03, -5.14, 2.23)
H (1.99, -6.74, 1.50)
H (-1.32, -5.68, 2.37)
H (-3.02, -4.82, 0.83)
H (-3.63, -4.27, -1.24)
H (-1.77, -3.53, -4.64)
H (0.75, -3.09, -4.61)
H (2.43, -1.45, -3.76)
H (1.82, 0.01, -1.83)
H (-2.00, -1.53, -1.74)
H (-0.03, -4.48, -2.22)
H (1.65, -5.25, -0.66)

=====

Below is C4H5N in the gas phase, with properties calculated with ωB97M-V/def2-TZVPD.

Calculated values
Highest occupied orbital energy = -0.3640 Ha
SMILES = C/C=C/C#N
Kohn-Sham gap = 10.2 eV
Largest force on an atom = 4.03 eV/A
Charge = 0
Relative energy (zero: lowest compared OMol25 entry of this formula, charge and spin) = 54.3 kcal/mol

Atoms and positions in Å:
C (-0.43, -0.66, -1.38)
C (-0.35, -0.19, 0.06)
C (0.73, 0.34, 0.76)
C (0.41, 1.01, 2.00)
H (-0.33, -1.89, -1.31)
H (0.70, -0.29, -1.84)
H (-1.41, -0.43, -2.15)
H (-1.22, -0.22, 0.73)
H (1.72, 0.65, 0.21)
N (0.19, 1.68, 2.93)

=====

Below is a molecular structure, C47H36Cl2N3O3PdS2, with properties calculated with ωB97M-V/def2-TZVPD.

Calculated values
Highest occupied orbital energy (spin up / spin down) = -0.5609 / -0.5600 Ha
Kohn-Sham gap (spin up / spin down) = 7.2 / 4.0 eV
Largest force on an atom = 2.33 eV/A
Charge = +3
Spin multiplicity = 5
Relative energy (zero: lowest compared OMol25 entry of this formula, charge and spin) = 0.0 kcal/mol

Atoms and positions in Å:
Pd (0.41, 0.64, -0.47)
Cl (1.31, -4.30, -0.99)
C (2.51, -3.14, -0.65)
C (3.76, -3.56, -0.24)
C (4.79, -2.67, 0.02)
Cl (6.33, -3.25, 0.41)
C (4.53, -1.26, -0.06)
C (5.51, -0.28, 0.21)
C (5.15, 1.05, 0.15)
C (3.82, 1.38, -0.14)
N (2.89, 0.49, -0.40)
C (3.23, -0.81, -0.40)
C (2.18, -1.75, -0.78)
O (1.07, -1.32, -1.20)
H (3.94, -4.62, -0.14)
H (6.51, -0.57, 0.46)
H (5.87, 1.82, 0.34)
H (3.53, 2.42, -0.17)
C (-7.12, 5.14, 0.41)
C (-6.01, 4.16, 0.32)
C (-4.80, 4.49, -0.29)
C (-3.76, 3.58, -0.37)
C (-3.93, 2.32, 0.17)
C (-5.11, 1.97, 0.80)
C (-6.15, 2.88, 0.87)
S (-2.65, 1.04, 0.12)
O (-1.38, 1.73, 0.51)
C (-2.51, 0.92, -1.70)
C (-1.48, 1.58, -2.39)
C (-1.37, 1.40, -3.75)
C (-2.28, 0.59, -4.46)
C (-2.14, 0.39, -5.85)
C (-3.06, -0.36, -6.54)
C (-4.14, -0.95, -5.86)
C (-4.27, -0.82, -4.50)
C (-3.35, -0.04, -3.77)
C (-3.42, 0.11, -2.35)
C (-4.28, -0.70, -1.47)
C (-5.68, -0.56, -1.35)
C (-6.43, 0.31, -2.17)
C (-7.79, 0.40, -2.03)
C (-8.46, -0.35, -1.05)
C (-7.76, -1.19, -0.22)
C (-6.36, -1.33, -0.36)
C (-5.62, -2.20, 0.46)
C (-4.26, -2.34, 0.31)
C (-3.60, -1.59, -0.66)
S (-1.80, -1.71, -1.03)
O (-1.15, -1.10, 0.18)
C (-1.68, -3.49, -0.96)
C (-1.59, -4.22, 0.21)
C (-1.52, -5.60, 0.14)
C (-1.45, -6.25, -1.09)
C (-1.22, -7.71, -1.16)
C (-1.54, -5.49, -2.26)
C (-1.66, -4.12, -2.20)
H (-7.06, 5.88, -0.38)
H (-7.05, 5.67, 1.37)
H (-8.08, 4.64, 0.39)
H (-4.66, 5.48, -0.70)
H (-2.82, 3.85, -0.84)
H (-5.21, 0.99, 1.24)
H (-7.06, 2.61, 1.37)
H (-0.87, 2.33, -1.88)
H (-0.61, 1.92, -4.31)
H (-1.31, 0.84, -6.37)
H (-2.97, -0.50, -7.61)
H (-4.87, -1.52, -6.42)
H (-5.09, -1.31, -3.99)
H (-5.92, 0.90, -2.92)
H (-8.36, 1.05, -2.68)
H (-9.53, -0.27, -0.95)
H (-8.27, -1.76, 0.54)
H (-6.14, -2.79, 1.20)
H (-3.71, -3.03, 0.93)
H (-1.57, -3.70, 1.16)
H (-1.50, -6.18, 1.05)
H (-1.19, -8.16, -0.17)
H (-0.28, -7.92, -1.66)
H (-2.00, -8.20, -1.75)
H (-1.51, -5.99, -3.22)
H (-1.73, -3.53, -3.10)
C (1.81, 5.53, 1.99)
N (1.58, 4.58, 0.94)
C (1.72, 4.82, -0.39)
C (1.39, 3.66, -1.03)
N (1.05, 2.73, -0.10)
C (1.18, 3.31, 1.08)
H (1.74, 6.54, 1.59)
H (2.79, 5.40, 2.44)
H (1.06, 5.42, 2.78)
H (2.04, 5.77, -0.78)
H (1.39, 3.44, -2.08)
H (0.98, 2.83, 2.03)